[1]
Molecular formula: C30H38O4
Method: DFT, the ωB97M-V functional and the def2-TZVPD basis

The geometry in XYZ format:
```
72
Properties=species:S:1:pos:R:3:forces:R:3:lowdin_charge:R:1
C 3.38117 -2.90920 3.72831 0.0 0.4 -0.1 -0.067
C 1.87745 -2.76357 3.82071 -0.3 -0.9 0.3 -0.262
O 1.49081 -1.47806 3.41818 -0.5 0.1 -0.2 -0.036
C 0.13497 -1.27122 3.48716 -0.9 0.5 0.0 -0.440
C -0.32483 0.08289 3.33317 1.7 0.0 -0.6 -0.051
C -1.79268 0.38653 3.34260 -0.2 -0.2 -0.1 -0.271
C -2.57034 -0.53046 2.36792 -0.3 -0.1 0.2 -0.160
C -4.09029 -0.30638 2.43155 0.1 0.0 0.1 -0.204
C -4.61669 -0.46058 3.87032 0.0 0.2 0.0 -0.210
C -3.88203 0.50031 4.82090 0.1 -0.2 -0.1 -0.202
C -2.36337 0.26392 4.77322 -0.2 0.0 0.0 -0.147
C 0.60868 1.17301 3.35600 -1.6 -0.7 0.0 -0.472
O 0.21213 2.32990 3.47608 0.8 0.8 -0.2 0.029
O 1.93910 0.85200 3.27244 -0.2 0.2 -0.2 -0.045
C 2.77566 1.92473 3.59913 0.1 0.8 0.3 -0.270
C 4.22095 1.48593 3.52245 -0.1 -0.4 -0.1 -0.062
O -0.66071 -2.18345 3.69849 0.9 -0.6 0.1 0.034
H 3.72621 -3.89395 4.04137 -0.2 0.0 0.0 0.072
H 3.71777 -2.73424 2.70701 0.0 -0.1 -0.1 0.072
H 3.87394 -2.16108 4.34916 0.0 0.0 0.1 0.068
H 1.34472 -3.47945 3.18520 0.2 -0.2 0.2 0.119
H 1.51672 -2.90480 4.84676 0.1 -0.3 -0.1 0.128
H -1.91628 1.42916 3.00617 0.0 -0.2 0.2 0.141
H -2.19224 -0.39630 1.34701 -0.1 0.2 0.0 0.104
H -2.34854 -1.56936 2.63209 -0.2 0.2 0.0 0.100
H -4.32656 0.70091 2.06769 0.0 0.0 0.1 0.103
H -4.60777 -1.00324 1.75752 0.1 0.1 0.1 0.100
H -5.70167 -0.29332 3.90926 0.2 0.1 -0.1 0.099
H -4.46985 -1.49377 4.20941 0.1 0.1 -0.1 0.112
H -4.10074 1.53427 4.52652 0.0 0.0 -0.1 0.107
H -4.25730 0.39290 5.84836 0.1 -0.1 -0.2 0.102
H -2.13701 -0.74192 5.14222 -0.1 0.0 -0.1 0.114
H -1.83624 0.95158 5.44539 -0.1 0.1 -0.2 0.117
H 2.54023 2.74457 2.91200 0.3 0.2 0.2 0.095
H 2.49857 2.25499 4.60820 0.3 0.2 -0.1 0.131
H 4.91875 2.28792 3.75951 -0.1 0.1 0.0 0.072
H 4.39900 0.65972 4.21081 0.0 0.0 0.1 0.072
H 4.44740 1.11170 2.52460 0.1 0.0 -0.1 0.071
C -2.50218 -2.28344 -3.53644 -0.3 -0.1 -0.2 -0.040
C -1.64096 -1.34329 -2.76964 0.0 0.0 0.1 -0.257
C -0.54671 -1.79918 -2.04022 0.1 0.0 0.0 -0.019
C 0.23645 -0.93405 -1.31088 0.0 0.1 0.0 0.007
C -0.04135 0.44222 -1.29312 -0.2 -0.2 -0.2 -0.208
C 0.77666 1.35155 -0.55979 -0.2 0.0 0.2 0.063
C 0.58019 2.71411 -0.58786 0.2 0.3 0.0 -0.061
C 1.33225 3.64041 0.09776 -0.4 -0.4 -0.1 0.058
C 1.05882 5.04204 0.06531 -0.1 0.5 -0.1 -0.199
C 1.87025 5.95786 0.75433 -0.1 -0.3 -0.1 0.003
C 1.58589 7.30332 0.73776 0.0 0.0 0.0 -0.025
C 0.48967 7.80228 0.04224 0.0 -0.1 0.0 -0.260
C 0.17520 9.25639 0.04730 -0.2 0.3 -0.1 -0.041
C -0.31326 6.90626 -0.65093 0.0 0.0 0.0 -0.025
C -0.03880 5.56337 -0.64321 0.2 -0.2 0.1 0.000
C -1.14570 0.88757 -2.03999 0.1 0.0 0.1 -0.002
C -1.92210 0.01569 -2.75750 0.0 0.1 0.0 -0.025
H -3.31941 -1.75528 -4.03281 0.1 -0.1 0.1 0.080
H -1.92286 -2.80080 -4.30281 0.0 -0.1 0.0 0.090
H -2.94171 -3.02717 -2.86985 0.1 -0.1 -0.1 0.093
H -0.31491 -2.85013 -2.05623 0.1 -0.2 0.1 0.120
H 1.07791 -1.30601 -0.75231 0.2 -0.1 0.2 0.123
H 1.58275 0.95914 0.03372 0.3 -0.2 0.2 0.130
H -0.21130 3.08426 -1.20964 -0.2 0.1 0.0 0.080
H 2.15900 3.28852 0.68921 0.3 0.0 0.3 0.118
H 2.72421 5.59487 1.30008 0.2 -0.1 0.2 0.119
H 2.21553 7.99297 1.27198 0.2 0.1 0.2 0.118
H -0.71943 9.47077 -0.54148 0.1 0.0 0.1 0.080
H -0.00350 9.60602 1.06552 0.1 0.1 0.0 0.092
H 1.00071 9.83169 -0.37496 0.0 0.0 0.1 0.090
H -1.16560 7.26878 -1.20012 -0.2 0.1 -0.1 0.115
H -0.68908 4.90556 -1.18862 -0.2 -0.1 -0.1 0.104
H -1.40626 1.92886 -2.05956 -0.1 0.2 0.0 0.103
H -2.75755 0.39290 -3.32261 -0.2 0.0 -0.1 0.115
```
Forces are in eV/Å.

Calculated values
highest occupied orbital energy	-0.21503	Eh
Kohn-Sham gap	3.0213	eV
ΔE to the lowest compared entry with this formula, charge and spin	15.2	kcal/mol
LUMO	-2.83	eV
charge	0

[2]
Molecular formula: C6H11N3O2S
Method: DFT, the ωB97M-V functional and the def2-TZVPD basis

The geometry in XYZ format:
```
23
Properties=species:S:1:pos:R:3:forces:R:3:lowdin_charge:R:1
C 0.60946 -2.27434 -1.14495 -1.0 0.3 0.7 -0.217
C -0.57964 -2.83916 -0.87318 -1.9 1.0 -0.1 -0.236
C 2.81139 -0.84326 0.48532 1.3 1.3 0.5 -0.549
C -1.11309 -0.43200 0.19459 4.4 -3.4 0.4 -0.255
C -2.45091 1.64198 0.53501 0.9 -0.9 0.9 -0.070
C -1.33972 0.85718 -0.34896 0.1 3.3 0.4 -0.284
N 0.80734 -0.95951 -0.92999 -1.9 0.9 0.6 -0.031
N 3.76738 0.15898 0.85556 -2.7 -0.2 -1.8 0.137
N 1.99285 -0.40581 -0.58701 0.8 0.9 0.2 0.020
O 2.72036 -1.92278 0.99035 -0.1 -0.5 0.0 0.089
O -2.05693 -2.47692 1.28780 -0.7 -0.5 0.6 -0.536
S -1.98287 -1.97220 -0.09454 1.8 0.5 0.2 0.879
H 1.26331 -2.94940 -1.63204 1.5 -0.2 -0.2 0.116
H -0.97124 -3.70991 -1.35166 0.3 -0.7 -0.2 0.049
H -0.43437 -0.63751 1.10516 -1.6 0.7 -1.1 0.136
H -2.72632 2.51256 -0.00562 -0.4 0.8 -0.5 0.044
H -2.08807 1.97041 1.52424 0.4 -0.1 -0.5 0.072
H -3.37014 1.07742 0.84085 0.9 0.0 -1.0 0.088
H -0.29642 1.44345 -0.50152 -2.5 -1.0 0.9 0.151
H -1.74475 0.81409 -1.33789 -0.3 -0.3 -0.7 0.092
H 3.54401 1.05228 0.42157 0.9 -0.3 0.6 0.078
H 4.58886 0.04709 1.40871 0.0 -0.4 0.2 0.089
H 2.04948 0.60613 -0.82357 -0.1 -1.4 0.1 0.139
```
Forces are in eV/Å.

Calculated values
SMILES string	CCC=S(=O)=C/C=N/NC(N)=O
highest occupied orbital energy (alpha / beta)	-0.29411 / -0.29402	Eh
Kohn-Sham gap (alpha / beta)	7.4501 / 7.4442	eV
ΔE to the lowest compared entry with this formula, charge and spin	142.7	kcal/mol
LUMO (alpha / beta)	-0.55 / -0.56	eV
charge	0

[3]
Molecular formula: C2H5OP
Method: DFT, the ωB97M-V functional and the def2-TZVPD basis

The geometry in XYZ format:
```
9
Properties=species:S:1:pos:R:3:forces:R:3:lowdin_charge:R:1
C 2.51997 -0.32990 -0.25071 -6.9 0.4 0.1 0.088
C -0.84132 0.71765 0.06174 -1.1 0.6 -3.7 -0.370
O 1.27880 -0.07242 -0.17100 8.5 -1.6 -0.6 -0.229
P -1.14357 -0.96955 0.02208 -0.6 -1.5 -1.5 0.740
H 3.34062 0.34566 -0.07643 0.5 0.9 0.3 0.036
H -0.40811 1.26910 -0.79074 -0.7 -0.6 0.2 0.026
H -0.57639 1.15569 0.90877 0.9 1.8 3.8 -0.057
H -2.27684 -1.00444 -0.84810 0.2 -0.1 0.1 -0.099
H -1.89316 -1.11179 1.14439 -0.8 0.0 1.2 -0.135
```
Forces are in eV/Å.

Calculated values
highest occupied orbital energy (alpha / beta)	-0.33101 / -0.26669	Eh
Kohn-Sham gap (alpha / beta)	9.0547 / 6.7001	eV
ΔE to the lowest compared entry with this formula, charge and spin	129.4	kcal/mol
LUMO (alpha / beta)	0.05 / -0.56	eV
charge	0

[4]
Molecular formula: C9H13F3I2N2O2
Method: DFT, the ωB97M-V functional and the def2-TZVPD basis

The geometry in XYZ format:
```
31
Properties=species:S:1:pos:R:3:forces:R:3:lowdin_charge:R:1
C 2.33701 -1.42316 1.57727 0.1 0.0 0.2 -0.103
N 1.00596 -1.11381 1.04392 0.3 -0.3 -0.2 -0.090
C 0.94498 -0.70497 -0.35629 -0.5 -0.4 0.4 -0.206
C 0.02330 0.53516 -0.57344 0.2 0.6 -0.8 -0.466
C -1.41166 0.22486 -1.03282 -0.2 0.1 0.6 -0.092
C -2.25861 -0.86957 -0.33712 0.1 -0.1 -0.2 -0.219
O -1.56428 -2.07916 -0.07396 0.0 0.0 -0.1 -0.014
C -2.95192 -0.45484 0.98165 0.1 0.0 0.2 -0.569
F -2.56688 0.74773 1.43081 0.1 0.1 -0.1 0.094
F -2.73701 -1.31644 1.97376 0.0 -0.1 0.0 0.163
F -4.28169 -0.38071 0.79253 -0.1 0.0 -0.1 0.139
C 0.70237 1.43265 -1.65890 0.0 0.2 0.0 -0.718
I 1.29279 0.44512 -3.48221 0.0 0.0 0.1 0.881
N 1.83301 2.05644 -0.97932 0.0 -0.7 0.3 0.031
C 1.70465 1.86936 0.39838 0.5 0.1 0.4 -0.578
O 2.59594 1.96862 1.21381 -0.7 0.0 -0.6 0.090
C 0.24956 1.48000 0.62546 -0.1 0.1 0.1 -0.535
I -0.82222 3.36297 0.57614 -0.1 -0.1 0.0 0.976
H 3.12494 -1.22013 0.84782 -0.1 0.0 0.0 0.077
H 2.42574 -2.47692 1.86431 0.0 0.1 -0.1 0.076
H 2.55861 -0.81976 2.46318 0.0 0.0 -0.1 0.074
H 0.39037 -1.89884 1.18866 -0.2 0.1 0.0 0.093
H 0.54704 -1.50796 -0.98350 0.2 0.1 -0.1 0.103
H 1.95161 -0.50351 -0.72386 0.0 0.2 0.1 0.088
H -1.97031 1.16697 -0.96819 -0.1 -0.1 -0.1 0.088
H -1.39733 -0.04115 -2.09544 0.2 0.0 0.1 0.099
H -3.08974 -1.09988 -1.01276 0.0 0.2 0.1 0.156
H -1.45832 -2.54104 -0.91288 0.0 0.0 0.1 0.114
H 0.02772 2.20162 -2.04087 0.0 -0.2 0.1 0.046
H 2.76248 1.90351 -1.34414 0.0 0.3 -0.1 0.118
H 0.03186 1.05685 1.59800 0.2 -0.1 -0.1 0.085
```
Forces are in eV/Å.

Calculated values
SMILES string	CNC[C@]1(C[C@@H](O)C(F)(F)F)[C@H](I)NC(=O)[C@H]1I
highest occupied orbital energy	-0.32996	Eh
Kohn-Sham gap	9.0130	eV
LUMO	0.03	eV
charge	0